An isolated molecule of C3H4F3N, computed with ωB97M-V/def2-TZVPD.

Results
SMILES string: FC(F)(F)[C@H]1CN1
Strongest force on any atom in eV/A: 4.1
E_tot in eV: -12816.7646
Lowest unoccupied orbital energy in Ha: 0.0344
Energy relative to the best compared isomer or geometry (same formula, charge and spin) in kJ/mol: 118.6
HOMO-LUMO gap in Eh: 0.3936
HOMO level in eV: -9.8

CARTESIAN COORDINATES (ANGSTROEM)
C (-1.227, 0.621, -0.088)
C (-0.014, -0.415, 0.350)
C (1.417, -0.028, -0.037)
N (-0.956, -0.624, -0.683)
F (2.341, -0.894, 0.505)
F (1.515, 0.074, -1.319)
F (1.783, 1.160, 0.533)
H (-1.986, 0.856, 0.595)
H (-0.830, 1.399, -0.646)
H (-0.290, -0.979, 1.314)
H (-1.752, -1.171, -0.525)

Atom charges from the natural (NBO) analysis, given in e for atoms 1 to 6: atom 1 (C): -0.21, atom 2 (C): -0.18, atom 3 (C): 0.96, atom 4 (N): -0.59, atom 5 (F): -0.34, atom 6 (F): -0.29